Below is a cluster of 2 separate species, C3H11N3 in total at a distorted geometry, with properties calculated with ωB97M-V/def2-TZVPD.

Summary:
gap between HOMO and LUMO	8.5	eV
energy above the lowest of the compared OMol25 structures with the same formula, charge and spin	63.4	kcal/mol
highest occupied orbital energy	-20.387	eV

```
! RIJCOSX wB97M-V def2-TZVPD def2/J DEFGRID3
* xyz 2 1
C -0.96 -0.12 -0.06
C -1.24 -1.51 -0.26
C 0.88 1.80 0.20
N -1.98 0.66 0.15
N 0.19 0.52 0.04
N 1.74 -0.71 0.13
H -0.36 -2.11 0.06
H -2.13 -1.84 0.27
H -1.16 -1.79 -1.31
H 1.10 1.95 1.22
H 0.43 2.70 -0.22
H 1.75 1.86 -0.49
H -2.88 0.23 0.18
H -1.93 1.54 0.56
H 2.31 0.12 0.51
H 2.05 -0.98 -0.79
H 1.74 -1.61 0.78
*
```

Here is what Löwdin gives for the atomic charges, in e: -0.343, 0.056, 0.010, 0.288, 0.144, 0.287, 0.107, 0.136, 0.134, 0.105, 0.143, 0.140, 0.156, 0.138, 0.149, 0.136, 0.214

---

Below is a cluster of 2 separate species, C4H12S2 in total at a distorted geometry, with properties calculated with ωB97M-V/def2-TZVPD.

Summary:
gap between HOMO and LUMO	9.4	eV
energy above the lowest of the compared OMol25 structures with the same formula, charge and spin	17.2	kcal/mol
highest occupied orbital energy	-8.481	eV
SMILES	CCS.CSC

```
! RIJCOSX wB97M-V def2-TZVPD def2/J DEFGRID3
* xyz 0 1
C -2.56 -2.36 1.45
C -2.21 -1.17 0.57
S -3.04 0.39 1.01
H -3.03 -3.22 0.96
H -1.71 -2.80 1.98
H -3.25 -2.09 2.25
H -2.32 -1.34 -0.50
H -1.13 -1.03 0.62
H -4.02 -0.17 1.73
C 3.91 1.95 -0.80
S 2.70 0.68 -0.34
C 1.27 1.07 -1.42
H 4.80 1.45 -1.17
H 3.52 2.54 -1.63
H 4.14 2.59 0.05
H 0.38 0.94 -0.81
H 1.21 0.44 -2.30
H 1.34 2.13 -1.65
*
```

Here is what Löwdin gives for the atomic charges, in e: -0.177, -0.627, 0.670, 0.071, 0.070, 0.047, 0.054, 0.053, -0.162, -0.430, 0.714, -0.412, 0.019, 0.028, 0.024, 0.007, 0.027, 0.026

---

Below is a structure of composition C14H32LiNO14P at a distorted geometry, with properties calculated with ωB97M-V/def2-TZVPD.

Summary:
gap between HOMO and LUMO	4.3	eV
energy above the lowest of the compared OMol25 structures with the same formula, charge and spin	77.7	kcal/mol
highest occupied orbital energy	-2.263	eV

```
! RIJCOSX wB97M-V def2-TZVPD def2/J DEFGRID3
* xyz -1 1
C 10.68 41.85 25.84
N 10.78 42.82 24.73
C 11.10 42.00 23.40
C 9.54 43.44 24.57
C 11.99 43.61 24.91
C 11.95 44.61 26.02
O 13.22 45.00 26.32
H 9.91 41.20 25.96
H 10.70 42.37 26.82
H 11.64 41.11 25.90
H 10.40 41.12 22.99
H 12.06 41.24 23.80
H 11.43 42.46 22.53
H 9.42 44.12 23.52
H 9.14 44.22 25.36
H 8.79 42.81 24.67
H 12.28 44.24 23.90
H 12.78 42.94 24.92
H 11.83 44.22 27.02
H 11.32 45.47 26.00
H 13.80 44.08 26.56
Li 13.95 42.93 29.27
P 13.98 41.54 27.50
O 14.81 41.32 28.69
O 14.40 43.08 27.46
O 12.69 41.94 28.08
O 14.08 40.78 26.26
C 20.64 44.45 31.99
O 19.29 44.44 31.90
C 18.77 43.87 30.87
O 19.48 43.34 29.90
O 17.48 43.78 30.90
C 16.68 43.27 29.78
H 20.65 44.91 32.96
H 21.20 45.08 31.27
H 21.11 43.57 31.95
H 15.77 43.66 29.91
H 16.80 42.14 29.92
H 17.00 43.85 28.94
C 11.38 45.38 31.31
O 11.97 44.77 32.46
C 13.05 43.96 32.26
O 13.38 43.75 31.08
O 13.30 43.19 33.28
C 14.31 42.13 33.19
H 10.50 44.73 31.01
H 12.07 45.49 30.69
H 11.07 46.37 31.48
H 14.29 41.65 32.23
H 14.37 41.41 33.97
H 15.21 42.68 33.12
C 14.74 51.31 28.90
O 14.63 50.15 29.60
C 14.98 48.94 29.09
O 15.80 48.96 28.08
O 14.49 47.94 29.59
C 14.59 46.67 29.10
H 15.65 51.56 28.46
H 14.33 52.01 29.58
H 13.94 51.18 27.98
H 14.06 46.63 28.12
H 14.10 45.86 29.64
H 15.77 46.39 28.76
*
```

Here is what Löwdin gives for the atomic charges, in e: -0.041, -0.356, 0.000, -0.085, -0.133, -0.338, -0.174, 0.062, 0.104, 0.147, 0.130, 0.183, 0.045, 0.178, 0.148, 0.030, 0.195, 0.094, 0.108, 0.100, 0.057, 0.569, -0.243, -0.441, -0.492, -0.448, -0.364, -0.090, 0.034, -0.580, 0.010, 0.000, 0.017, 0.100, 0.114, 0.058, -0.006, 0.144, 0.100, -0.004, 0.005, -0.520, 0.039, 0.035, 0.030, 0.142, -0.011, 0.084, 0.096, 0.084, 0.087, -0.105, -0.033, -0.568, 0.018, 0.062, -0.028, 0.064, 0.074, 0.155, 0.103, 0.070, 0.183

---

Below is a cluster of 5 separate species, C17H31NO22S4 in total at a distorted geometry, with properties calculated with ωB97M-V/def2-TZVPD.

Summary:
gap between HOMO and LUMO	9.1	eV
energy above the lowest of the compared OMol25 structures with the same formula, charge and spin	0.0	kcal/mol
highest occupied orbital energy	-9.152	eV
SMILES	NC[C@@H](O)C[C@@H]1OC(=O)O[C@H]1CCC(=O)O.O=S1(=O)OCCO1.O=S1(=O)OCCO1.O=S1(=O)OCCO1.O=S1(=O)OCCO1

```
! RIJCOSX wB97M-V def2-TZVPD def2/J DEFGRID3
* xyz 0 1
N -1.75 -2.57 0.34
C -1.92 -2.86 -1.08
C -1.27 -1.74 -1.96
O -0.07 -1.28 -1.32
C -0.90 -2.21 -3.37
C -0.46 -1.02 -4.25
O -1.03 -1.33 -5.58
C -0.22 -0.80 -6.54
O -0.57 -0.42 -7.61
O 1.07 -0.75 -6.09
C 1.01 -0.97 -4.68
C 2.04 -0.19 -3.85
C 1.49 1.04 -3.10
C 0.67 2.05 -3.89
O 0.19 3.00 -3.32
O 0.47 1.88 -5.23
H -0.85 -2.88 0.68
H -1.89 -1.60 0.53
H -3.00 -2.82 -1.27
H -1.53 -3.85 -1.29
H -1.97 -0.91 -2.05
H 0.65 -1.87 -1.55
H -0.11 -2.96 -3.34
H -1.77 -2.65 -3.86
H -0.96 -0.08 -4.01
H 1.33 -2.01 -4.58
H 2.40 -0.87 -3.08
H 2.92 0.09 -4.43
H 0.91 0.78 -2.22
H 2.35 1.61 -2.74
H -0.48 1.97 -5.37
O 4.89 1.98 1.31
S 3.92 1.01 0.94
O 4.25 -0.10 0.10
O 2.65 1.78 0.32
C 1.46 1.44 1.05
C 1.95 1.14 2.45
O 3.20 0.45 2.25
H 1.01 0.56 0.59
H 0.76 2.27 1.02
H 1.27 0.52 3.01
H 2.16 2.05 3.01
O -0.60 1.42 3.63
S -1.55 0.44 3.22
O -1.18 -0.63 2.37
O -2.81 1.20 2.60
C -4.00 0.85 3.33
C -3.52 0.54 4.73
O -2.26 -0.14 4.52
H -4.45 -0.03 2.85
H -4.71 1.67 3.30
H -4.20 -0.09 5.28
H -3.33 1.46 5.29
O -3.69 6.08 6.60
S -3.41 4.89 5.89
O -3.95 3.63 6.30
O -1.82 4.76 5.72
C -1.48 4.66 4.33
C -2.57 5.42 3.61
O -3.77 5.10 4.34
H -1.48 3.61 4.05
H -0.50 5.08 4.16
H -2.68 5.13 2.57
H -2.42 6.50 3.67
O 3.05 -5.25 -3.12
S 2.82 -4.21 -2.19
O 2.15 -3.00 -2.56
O 4.20 -3.84 -1.47
C 4.07 -3.97 -0.04
C 3.02 -5.05 0.14
O 2.06 -4.80 -0.90
H 3.74 -3.02 0.37
H 5.03 -4.24 0.39
H 2.54 -5.01 1.11
H 3.44 -6.05 -0.02
*
```

Here is what Löwdin gives for the atomic charges, in e: 0.002, -0.210, -0.337, -0.046, -0.061, -0.165, 0.063, -0.563, 0.169, 0.088, -0.238, -0.082, -0.079, -0.489, 0.107, 0.108, 0.057, 0.030, 0.110, 0.116, 0.145, 0.058, 0.109, 0.137, 0.155, 0.136, 0.092, 0.133, 0.105, 0.129, 0.127, -0.215, 0.601, -0.233, -0.192, -0.156, -0.173, -0.184, 0.122, 0.138, 0.094, 0.138, -0.236, 0.617, -0.207, -0.185, -0.140, -0.138, -0.169, 0.137, 0.139, 0.143, 0.112, -0.206, 0.609, -0.232, -0.180, -0.155, -0.154, -0.192, 0.100, 0.140, 0.137, 0.135, -0.192, 0.629, -0.243, -0.171, -0.146, -0.151, -0.187, 0.128, 0.140, 0.137, 0.135

---

Below is an isolated molecule of C6H11N at a distorted geometry, with properties calculated with ωB97M-V/def2-TZVPD.

Summary:
gap between HOMO and LUMO	8.9	eV
energy above the lowest of the compared OMol25 structures with the same formula, charge and spin	30.7	kcal/mol
highest occupied orbital energy	-7.741	eV
SMILES	C/C=C(N)/C=C/C

```
! RIJCOSX wB97M-V def2-TZVPD def2/J DEFGRID3
* xyz 0 1
C -1.40 1.47 2.34
C -0.36 0.71 1.57
C -0.31 0.49 0.26
N -1.43 0.58 -0.58
C 0.88 -0.14 -0.35
C 0.71 -1.08 -1.29
C 1.82 -1.82 -1.97
H -1.00 2.41 2.70
H -1.81 0.87 3.15
H -2.27 1.65 1.71
H 0.53 0.43 2.12
H -1.18 0.75 -1.54
H -2.13 1.24 -0.29
H 1.90 0.18 -0.22
H -0.19 -1.70 -1.23
H 1.64 -1.81 -3.05
H 1.80 -2.84 -1.61
H 2.80 -1.39 -1.73
*
```

Here is what Löwdin gives for the atomic charges, in e: -0.100, -0.141, -0.377, 0.091, -0.074, -0.172, -0.105, 0.070, 0.069, 0.055, 0.098, 0.084, 0.072, 0.110, 0.111, 0.067, 0.072, 0.070

---

Below is an isolated molecule of C4H4FP at a distorted geometry, with properties calculated with ωB97M-V/def2-TZVPD.

Summary:
gap between HOMO and LUMO	9.3	eV
energy above the lowest of the compared OMol25 structures with the same formula, charge and spin	34.0	kcal/mol
highest occupied orbital energy	-8.808	eV
SMILES	FC1=CC=[PH]=C1

```
! RIJCOSX wB97M-V def2-TZVPD def2/J DEFGRID3
* xyz 0 1
F -2.81 -0.32 0.05
C -1.50 -0.30 0.20
C -0.76 0.90 0.37
C 0.53 0.85 0.43
P 0.98 -0.96 0.29
C -0.74 -1.47 0.06
H -1.28 1.79 0.47
H 1.17 1.72 0.74
H 1.37 -1.16 -1.01
H -1.39 -2.40 -0.02
*
```

Here is what Löwdin gives for the atomic charges, in e: 0.073, -0.416, -0.196, -0.282, 0.877, -0.249, 0.093, 0.086, -0.085, 0.099

---

Below is an isolated molecule of C2H7N3 at a distorted geometry, with properties calculated with ωB97M-V/def2-TZVPD.

Summary:
gap between HOMO and LUMO	10.1	eV
energy above the lowest of the compared OMol25 structures with the same formula, charge and spin	9.7	kcal/mol
highest occupied orbital energy	-9.229	eV
SMILES	[H]/N=C(\N)CN

```
! RIJCOSX wB97M-V def2-TZVPD def2/J DEFGRID3
* xyz 0 1
H -1.46 -1.05 1.44
N -0.54 -1.00 0.96
C -0.44 0.11 0.28
N -1.43 1.05 0.17
C 0.80 0.42 -0.52
N 1.69 -0.68 -0.77
H -2.37 0.87 0.53
H -1.32 1.76 -0.60
H 1.34 1.29 0.03
H 0.49 0.92 -1.52
H 1.18 -1.50 -1.16
H 2.00 -1.05 0.19
*
```

Here is what Löwdin gives for the atomic charges, in e: 0.039, 0.082, -0.530, 0.086, -0.293, -0.038, 0.099, 0.113, 0.141, 0.126, 0.082, 0.093

---

Below is a structure of composition C44H44BrF4N3O6P2PbS2, with properties calculated with ωB97M-V/def2-TZVPD.

Summary:
gap between HOMO and LUMO	6.4	eV
highest occupied orbital energy	-6.911	eV

```
! RIJCOSX wB97M-V def2-TZVPD def2/J DEFGRID3
* xyz 0 1
Pb 0.04 0.15 0.59
F 5.76 5.59 0.72
C 5.09 4.47 0.42
C 5.37 3.76 -0.73
F 6.33 4.19 -1.55
C 4.67 2.61 -1.03
F 5.02 1.99 -2.17
C 3.66 2.10 -0.22
P 2.71 0.57 -0.46
C 3.40 -1.90 2.30
C 3.94 -0.75 2.84
C 3.76 -0.50 4.19
C 3.03 -1.39 4.96
C 2.48 -2.54 4.40
C 2.67 -2.81 3.06
C 3.10 -0.27 -2.03
C 2.02 -0.66 -2.83
C 2.17 -1.56 -3.88
C 3.43 -2.07 -4.18
C 4.52 -1.69 -3.41
C 4.35 -0.82 -2.34
C 3.39 2.86 0.93
Br 2.00 2.35 2.13
C 4.08 4.01 1.25
F 3.79 4.72 2.35
H 4.48 -0.05 2.20
H 4.16 0.40 4.63
H 2.86 -1.18 6.01
H 1.87 -3.20 5.00
H 2.21 -3.68 2.61
H 1.03 -0.26 -2.62
H 1.31 -1.84 -4.48
H 3.55 -2.76 -5.01
H 5.51 -2.07 -3.65
H 5.22 -0.54 -1.75
O -0.99 -5.71 -0.03
C -2.16 -5.09 -0.25
C -3.30 -5.90 -0.31
C -4.54 -5.34 -0.54
C -4.68 -3.96 -0.71
C -3.56 -3.17 -0.64
C -2.29 -3.70 -0.41
C -1.14 -2.77 -0.30
O -1.39 -1.52 -0.35
N 0.06 -3.33 -0.18
N 1.08 -2.46 0.13
C 2.22 -2.99 -0.02
S 3.71 -2.19 0.57
C 4.67 -3.74 0.60
C 4.26 -4.51 -0.63
S 2.45 -4.60 -0.66
H -0.30 -5.01 -0.02
H -3.18 -6.96 -0.18
H -5.41 -5.98 -0.59
H -5.65 -3.52 -0.89
H -3.63 -2.09 -0.77
H 4.46 -4.26 1.53
H 5.72 -3.43 0.58
H 4.63 -5.53 -0.58
H 4.63 -4.05 -1.54
O -0.41 -1.87 4.43
C -0.92 -1.05 3.68
O -0.30 -0.19 2.94
C -2.43 -0.97 3.62
C -3.10 -0.95 2.40
C -4.49 -0.90 2.35
C -5.18 -0.84 3.55
C -4.55 -0.88 4.77
C -3.17 -0.96 4.80
N -6.65 -0.76 3.50
O -7.18 -0.69 2.41
O -7.25 -0.75 4.56
H -2.55 -1.00 1.47
H -5.03 -0.90 1.42
H -5.14 -0.84 5.68
H -2.64 -1.02 5.75
C -2.30 2.79 2.09
C -3.16 2.73 0.82
C -3.84 4.08 0.58
P -2.18 2.03 -0.61
C -1.66 3.49 -1.60
C -1.11 3.09 -2.97
C -0.56 4.22 -0.81
C -3.47 1.08 -1.55
C -2.87 0.19 -2.64
C -4.64 1.89 -2.07
H -2.92 3.08 2.94
H -1.50 3.54 1.99
H -1.84 1.84 2.34
H -3.93 1.97 0.98
H -3.11 4.88 0.54
H -4.51 4.29 1.41
H -4.42 4.11 -0.34
H -2.51 4.16 -1.74
H -0.36 2.30 -2.88
H -0.62 3.96 -3.43
H -1.89 2.75 -3.64
H 0.31 3.58 -0.68
H -0.89 4.53 0.18
H -0.24 5.12 -1.35
H -3.83 0.40 -0.76
H -2.63 0.76 -3.54
H -3.60 -0.57 -2.93
H -1.97 -0.33 -2.31
H -4.31 2.66 -2.77
H -5.21 2.37 -1.27
H -5.34 1.24 -2.61
*
```

Löwdin atomic charge list, values in e, 99 entries: 1.186, 0.121, -0.150, -0.145, 0.126, -0.220, 0.083, -0.416, 0.803, -0.423, -0.108, -0.065, -0.044, -0.058, -0.064, -0.489, -0.127, -0.080, -0.092, -0.100, -0.153, -0.597, 0.807, -0.276, 0.074, 0.100, 0.112, 0.116, 0.113, 0.123, 0.077, 0.105, 0.102, 0.103, 0.099, 0.048, -0.262, -0.012, -0.075, -0.084, -0.031, -0.068, -0.424, -0.259, -0.001, -0.066, -0.782, 1.118, -0.364, -0.487, 1.002, 0.033, 0.118, 0.105, 0.101, 0.094, 0.095, 0.101, 0.087, 0.069, 0.051, -0.619, -0.281, -0.113, -0.013, 0.005, -0.147, 0.012, 0.004, -0.355, 0.067, 0.075, 0.074, 0.112, 0.119, 0.123, -0.121, -0.533, -0.111, 1.007, -0.557, -0.111, -0.117, -0.547, -0.121, -0.100, 0.087, 0.063, 0.031, 0.096, 0.072, 0.085, 0.057, 0.099, 0.074, 0.082, 0.058, 0.064, 0.053